# 1
{
  "formula": "C74H195N9O38",
  "method": "ωB97M-V with the def2-TZVPD basis set",
  "lumo_ha": 0.00485,
  "orbital_gap_ev": 8.74,
  "elements": ["C", "O", "C", "C", "N", "C", "C", "O", "C", "H", "H", "H", "H", "H", "H", "H", "H", "H", "H", "H", "H", "H", "H", "H", "C", "O", "C", "C", "N", "C", "C", "O", "C", "H", "H", "H", "H", "H", "H", "H", "H", "H", "H", "H", "H", "H", "H", "H", "C", "O", "C", "C", "N", "C", "C", "O", "C", "H", "H", "H", "H", "H", "H", "H", "H", "H", "H", "H", "H", "H", "H", "H", "C", "O", "C", "C", "N", "C", "C", "O", "C", "H", "H", "H", "H", "H", "H", "H", "H", "H", "H", "H", "H", "H", "H", "H", "C", "O", "C", "C", "N", "C", "C", "O", "C", "H", "H", "H", "H", "H", "H", "H", "H", "H", "H", "H", "H", "H", "H", "H", "C", "O", "C", "C", "N", "C", "C", "O", "C", "H", "H", "H", "H", "H", "H", "H", "H", "H", "H", "H", "H", "H", "H", "H", "C", "O", "C", "C", "N", "C", "C", "O", "C", "H", "H", "H", "H", "H", "H", "H", "H", "H", "H", "H", "H", "H", "H", "H", "C", "O", "C", "C", "N", "C", "C", "O", "C", "H", "H", "H", "H", "H", "H", "H", "H", "H", "H", "H", "H", "H", "H", "H", "C", "O", "C", "C", "N", "C", "C", "O", "C", "H", "H", "H", "H", "H", "H", "H", "H", "H", "H", "H", "H", "H", "H", "H", "C", "C", "O", "O", "H", "H", "H", "H", "H", "H", "C", "C", "O", "O", "H", "H", "H", "H", "H", "H", "C", "C", "O", "O", "H", "H", "H", "H", "H", "H", "C", "C", "O", "O", "H", "H", "H", "H", "H", "H", "C", "C", "O", "O", "H", "H", "H", "H", "H", "H", "C", "C", "O", "O", "H", "H", "H", "H", "H", "H", "C", "C", "O", "O", "H", "H", "H", "H", "H", "H", "C", "C", "O", "O", "H", "H", "H", "H", "H", "H", "C", "C", "O", "O", "H", "H", "H", "H", "H", "H", "C", "C", "O", "O", "H", "H", "H", "H", "H", "H"],
  "positions_angstrom": [[-2.7852, -6.5569, -3.5696], [-1.5205, -5.9751, -3.2919], [-1.1717, -5.7375, -1.8964], [0.1179, -4.8433, -1.9973], [1.3965, -5.5445, -1.9101], [1.4907, -6.4346, -3.0420], [2.8333, -7.2233, -3.2532], [2.7728, -8.2235, -4.2616], [4.0612, -8.3107, -4.9886], [-3.2935, -6.4040, -2.6176], [-2.7258, -7.6098, -3.8452], [-3.2046, -6.1072, -4.4696], [-0.9205, -6.6678, -1.3869], [-1.9555, -5.1330, -1.4401], [-0.0997, -4.2724, -1.0946], [0.0820, -4.0959, -2.7899], [2.0956, -4.8207, -1.8235], [1.1318, -6.0295, -3.9882], [0.7272, -7.1499, -2.7364], [2.9887, -7.7466, -2.3098], [3.5246, -6.3943, -3.4048], [4.3891, -7.3122, -5.2776], [3.9538, -8.6587, -6.0160], [4.8301, -8.8762, -4.4623], [6.5568, 0.6613, 4.2789], [5.4651, 1.1165, 3.4533], [4.9230, 0.0702, 2.4661], [4.2680, 0.8147, 1.2347], [3.3650, -0.0870, 0.5103], [4.0559, -0.7040, -0.6526], [3.0919, -1.7475, -1.3663], [3.2299, -3.1188, -0.8576], [2.7820, -3.2655, 0.5082], [7.1206, 1.4305, 4.8067], [7.3215, 0.0682, 3.7773], [6.1344, 0.0066, 5.0412], [4.2534, -0.6394, 2.9522], [5.8375, -0.4272, 2.1429], [4.9281, 1.3580, 0.5586], [3.6439, 1.5806, 1.6951], [2.6320, 0.5530, 0.2396], [5.0411, -1.0388, -0.3279], [4.1714, 0.1226, -1.3537], [3.3642, -1.7669, -2.4215], [2.0903, -1.3408, -1.5062], [1.7384, -2.9778, 0.6358], [3.3063, -2.7388, 1.3055], [2.7479, -4.3389, 0.6949], [4.4093, -2.5560, 5.7988], [4.7290, -3.3588, 4.7601], [3.7505, -3.9055, 3.9172], [2.9743, -5.1588, 4.5814], [1.6595, -5.4598, 3.9147], [1.1460, -6.7494, 4.3795], [0.7448, -6.6992, 5.8588], [1.7006, -7.3033, 6.7477], [1.4276, -7.4855, 8.1063], [5.2438, -2.0614, 6.2959], [3.8625, -3.1246, 6.5510], [3.8260, -1.6636, 5.5721], [4.2262, -4.2658, 3.0051], [2.9901, -3.1450, 3.7392], [2.7232, -4.8671, 5.6012], [3.5647, -6.0750, 4.5889], [2.0113, -5.6935, 2.9972], [1.8654, -7.5613, 4.2734], [0.2471, -7.0523, 3.8424], [-0.0943, -7.3652, 6.0602], [0.5037, -5.6421, 5.9705], [0.9506, -6.6253, 8.5759], [2.4581, -7.5751, 8.4501], [0.8088, -8.3059, 8.4698], [-5.3191, 11.0726, -2.4667], [-4.7826, 10.1660, -1.5166], [-3.5844, 9.4788, -1.7792], [-3.2264, 8.3727, -0.7643], [-4.0299, 7.1039, -0.9199], [-3.5791, 6.0702, 0.0766], [-4.7364, 5.3518, 0.6588], [-4.5605, 3.9669, 1.2096], [-3.8816, 3.8681, 2.4491], [-6.2937, 11.3584, -2.0711], [-5.5248, 10.6669, -3.4573], [-4.6523, 11.9278, -2.5769], [-2.7434, 10.1701, -1.7237], [-3.5402, 9.1986, -2.8316], [-3.2953, 8.8616, 0.2075], [-2.1630, 8.1337, -0.7801], [-4.9996, 7.3514, -0.7839], [-2.9988, 6.4606, 0.9127], [-2.9509, 5.2932, -0.3589], [-5.4830, 5.2062, -0.1219], [-5.1926, 5.9347, 1.4590], [-3.6496, 2.8182, 2.6284], [-4.5073, 4.3100, 3.2245], [-2.9740, 4.4709, 2.4169], [-2.8206, 0.7268, 4.6353], [-3.9047, 1.4976, 5.0399], [-5.2006, 1.0835, 4.5217], [-6.3296, 1.9196, 5.2698], [-7.7519, 1.5329, 5.0148], [-8.1123, 1.2125, 3.5940], [-7.9136, 2.2792, 2.5073], [-8.4393, 3.5534, 2.8088], [-8.2149, 4.6478, 1.8653], [-2.8977, -0.3346, 4.8711], [-1.8913, 1.1379, 5.0298], [-2.6817, 0.7568, 3.5546], [-5.3846, 0.0153, 4.6365], [-5.1704, 1.1835, 3.4367], [-6.1716, 2.9881, 5.1231], [-6.1482, 1.6608, 6.3130], [-8.3821, 2.3132, 5.1335], [-9.0925, 0.7371, 3.5569], [-7.5281, 0.3648, 3.2360], [-8.1362, 1.8411, 1.5344], [-6.8733, 2.5796, 2.3819], [-8.7832, 4.4024, 0.9682], [-7.2274, 5.0496, 1.6386], [-8.5842, 5.5685, 2.3169], [3.3717, -8.4315, -10.0021], [2.6209, -7.3727, -9.4949], [2.5913, -7.2377, -8.0568], [1.5557, -6.1242, -7.7541], [2.1690, -4.8429, -8.2313], [1.4597, -3.7288, -7.5629], [2.0683, -3.3816, -6.1724], [3.2486, -2.5993, -6.5075], [4.2867, -2.5593, -5.5353], [3.8054, -7.9010, -10.8498], [2.7860, -9.2957, -10.3155], [4.1206, -8.8629, -9.3379], [3.6008, -7.0776, -7.6783], [2.2731, -8.1755, -7.6015], [1.3398, -6.0875, -6.6864], [0.5949, -6.2667, -8.2486], [3.1000, -4.7378, -7.8541], [0.3991, -3.9075, -7.3857], [1.4273, -2.7508, -8.0431], [2.3427, -4.2648, -5.5954], [1.3646, -2.7756, -5.6017], [5.2918, -2.5561, -5.9570], [4.3340, -3.2446, -4.6890], [4.0358, -1.6012, -5.0801], [3.5665, 7.7581, -4.4503], [3.6177, 6.4145, -4.0148], [4.7336, 5.9731, -3.1646], [5.8080, 5.3520, -3.9833], [6.3230, 6.3127, -4.9233], [7.0520, 5.8863, -6.1637], [7.2239, 7.0825, -7.1196], [6.0277, 7.8477, -7.3144], [6.0578, 9.1971, -6.8716], [4.0552, 7.7872, -5.4242], [3.9730, 8.5394, -3.8082], [2.4997, 7.9513, -4.5623], [4.4173, 5.2494, -2.4134], [5.1194, 6.8031, -2.5726], [5.5513, 4.4606, -4.5555], [6.7173, 5.1165, -3.4302], [5.7325, 7.0583, -5.2630], [6.4606, 5.1279, -6.6765], [7.9480, 5.4970, -5.6801], [7.4583, 6.6652, -8.0989], [8.0747, 7.6510, -6.7442], [5.2801, 9.6235, -7.5053], [7.0486, 9.6392, -6.9762], [5.7886, 9.3136, -5.8218], [1.9323, 0.6264, -5.6135], [0.9707, 0.0992, -4.7599], [-0.2186, 0.8441, -4.9424], [-0.9964, 0.6870, -6.3209], [-2.4503, 0.3782, -6.1632], [-3.1839, 1.6171, -5.9898], [-4.6576, 1.5254, -5.5939], [-5.4294, 1.2424, -6.7236], [-5.2248, -0.1249, -7.2378], [1.6118, 1.2372, -6.4576], [2.4650, -0.2052, -6.0747], [2.7578, 1.1525, -5.1341], [-0.0595, 1.9194, -4.8625], [-0.9431, 0.5994, -4.1657], [-0.5450, -0.1481, -6.8567], [-0.7356, 1.5820, -6.8858], [-2.7484, -0.4520, -6.6552], [-2.9741, 2.3908, -6.7284], [-2.6772, 1.9877, -5.0986], [-4.8861, 2.4999, -5.1625], [-4.7350, 1.0365, -4.6227], [-5.9652, -0.2315, -8.0306], [-5.3798, -0.9551, -6.5486], [-4.2381, -0.2298, -7.6890], [-6.4018, -7.1953, 9.1359], [-5.7124, -7.6108, 7.9123], [-4.3204, -7.2334, 7.9584], [-3.6092, -8.1843, 6.9442], [-3.8872, -7.9229, 5.5076], [-3.6822, -6.5407, 4.9057], [-3.8715, -6.6349, 3.3277], [-2.6830, -6.3538, 2.7678], [-2.7474, -6.3799, 1.3807], [-7.4869, -7.2917, 9.0989], [-6.0078, -6.3003, 9.6172], [-5.9791, -7.9831, 9.7594], [-3.8342, -7.4620, 8.9068], [-4.1762, -6.1753, 7.7399], [-3.7586, -9.2348, 7.1936], [-2.5458, -8.0672, 7.1531], [-4.8931, -8.0108, 5.5314], [-2.7639, -6.0156, 5.1684], [-4.4584, -5.8574, 5.2500], [-4.5912, -5.9449, 2.8872], [-4.2307, -7.6331, 3.0773], [-1.7053, -6.1078, 1.2130], [-3.3417, -5.6325, 0.8551], [-2.8386, -7.3439, 0.8803], [-2.5427, -2.6270, -4.9101], [-3.1085, -3.3445, -6.1674], [-2.9000, -2.5364, -7.2654], [-3.3976, -1.5410, -4.5441], [-1.5421, -2.2504, -5.1221], [-2.6295, -3.3666, -4.1141], [-4.1647, -3.6039, -6.2393], [-2.5879, -4.2786, -6.3785], [-2.8041, -3.0673, -8.0595], [-3.1239, -0.7638, -5.0366], [0.1147, -0.0207, 0.3015], [0.3190, 0.8876, -0.8812], [1.4088, 1.7292, -0.4720], [-0.6102, -1.1026, -0.0249], [-0.4214, 0.6154, 1.0058], [1.0219, -0.3631, 0.7993], [-0.6611, 1.3642, -0.9025], [0.4431, 0.3762, -1.8357], [1.5911, 2.4186, -1.1148], [-1.1620, -1.3170, 0.7308], [-3.5501, 0.6132, -0.6096], [-3.4304, 1.5897, -1.7385], [-2.8331, 2.7607, -1.3119], [-4.1044, 1.1033, 0.6108], [-2.5287, 0.2408, -0.5313], [-4.1140, -0.2966, -0.8153], [-4.3155, 1.7981, -2.3395], [-2.6786, 1.1101, -2.3652], [-2.8406, 3.4258, -2.0041], [-3.9215, 2.0429, 0.5370], [4.2885, 7.1598, 0.4483], [3.8864, 5.7213, 0.4611], [2.5023, 5.5974, 0.1038], [3.7708, 7.7723, 1.6122], [3.6459, 7.6538, -0.2805], [5.3580, 7.3362, 0.3339], [4.1907, 5.3333, 1.4332], [4.2539, 5.1027, -0.3577], [2.4553, 4.7655, -0.3729], [3.2242, 7.0857, 2.0015], [1.0932, 4.6190, -2.4938], [0.0386, 5.0618, -1.4328], [0.1720, 6.4839, -0.9857], [2.1421, 3.7428, -2.1838], [1.3682, 5.3948, -3.2084], [0.5671, 3.9322, -3.1568], [0.1522, 4.4058, -0.5698], [-0.9376, 4.8480, -1.8679], [0.8455, 6.5818, -0.3087], [2.7077, 3.7792, -2.9587], [-2.3959, -2.9408, 2.7685], [-3.6018, -2.1702, 2.0422], [-3.6820, -2.5059, 0.6225], [-1.2410, -2.2463, 2.8032], [-2.1600, -3.9123, 2.3342], [-2.6631, -3.1319, 3.8078], [-3.5932, -1.1087, 2.2896], [-4.5551, -2.3874, 2.5238], [-2.9697, -2.2016, 0.0553], [-0.6447, -2.6577, 3.4330], [3.2569, 5.5692, 4.8851], [4.6874, 5.9081, 4.5472], [5.5303, 4.7725, 4.2510], [2.6017, 5.2728, 3.6535], [2.6719, 6.3366, 5.3921], [3.2318, 4.6183, 5.4172], [5.1024, 6.3665, 5.4449], [4.8144, 6.6275, 3.7383], [6.4042, 4.8288, 4.6443], [2.8227, 4.3588, 3.4601], [-1.5329, 6.1689, 5.6879], [-0.3002, 5.4301, 5.1214], [-0.4986, 5.0819, 3.8272], [-1.9310, 7.3379, 4.9611], [-1.4324, 6.5662, 6.6980], [-2.3835, 5.5031, 5.8340], [0.0041, 4.5931, 5.7498], [0.5272, 6.1396, 5.1271], [0.2931, 4.5572, 3.6878], [-1.5283, 7.2044, 4.0999], [2.9118, 1.5831, 6.3114], [2.6869, 1.4771, 4.8406], [2.8577, 2.5175, 3.9933], [4.0700, 2.4227, 6.4995], [2.9691, 0.6208, 6.8202], [2.0417, 2.0128, 6.8079], [1.6055, 1.4180, 4.7173], [2.9665, 0.5189, 4.4025], [3.7166, 2.3736, 3.5893], [4.0985, 3.1076, 5.8275], [-0.2765, -1.9161, 6.9486], [0.6557, -2.6873, 5.9875], [0.1262, -3.4138, 4.8647], [-0.8025, -2.8469, 7.8775], [-0.9835, -1.2878, 6.4068], [0.3329, -1.2665, 7.5769], [1.3699, -3.3244, 6.5091], [1.2688, -1.9796, 5.4295], [0.6998, -4.1481, 4.6335], [-0.8930, -3.7145, 7.4767]],
  "mulliken_charge": [-0.7822, -0.2463, -0.7974, 0.0513, -0.2416, -0.7741, -0.6064, -0.3458, -0.6957, 0.4126, 0.2417, 0.0811, 0.4240, 0.5992, -0.0128, 0.1778, 0.2111, 0.3426, 0.4613, 0.3490, 0.3661, 0.2927, 0.2370, 0.3283, -0.8782, -0.1369, -0.0448, -0.7292, 1.5925, -1.3440, 0.2320, -0.5435, -0.4062, 0.2973, 0.3486, 0.1973, -0.2750, 0.6667, 0.3034, 0.0589, -0.4907, 0.4960, 0.3880, 0.1425, 0.0141, 0.1922, 0.1025, 0.2873, -0.5120, -0.4743, -0.1266, -0.8591, -0.4938, -0.9660, 0.1527, -0.4185, -0.7869, 0.3925, 0.3510, -0.0141, 0.3956, 0.0537, 0.2547, 0.6282, 0.2494, 0.5284, 0.3504, 0.4210, -0.0103, 0.2921, 0.3102, 0.2616, -0.7427, -0.2851, -0.8059, -0.3409, -0.3772, 0.3965, -1.1322, 0.0087, -0.1437, 0.2460, 0.3088, 0.2929, 0.3862, 0.4001, 0.3110, 0.3386, 0.3088, 0.1833, -0.5165, 0.5141, 0.4131, -0.4255, 0.2736, 0.3492, -0.1965, -0.4502, -0.0071, -0.7071, -0.4095, -1.1171, 0.7440, -0.4117, -0.2987, 0.1869, 0.2578, -0.0648, 0.5291, -0.0241, 0.2479, 0.3435, 0.3527, 0.4206, 0.3184, 0.4148, -0.5200, 0.3258, -0.1217, 0.3073, -0.7931, -0.3302, -0.7308, 0.2047, -0.3214, -1.0173, 0.3298, -0.4824, -0.5684, 0.2510, 0.2448, 0.3301, 0.3317, 0.4665, -0.1469, 0.2909, 0.3095, 0.2179, 0.3547, 0.3841, 0.0258, 0.3460, 0.1847, 0.1584, -1.0002, -0.2502, 0.4777, -0.6746, -0.2234, -0.6182, -0.6062, -0.3767, -0.5958, 0.4354, 0.3732, 0.3056, -0.3259, 0.2471, 0.3588, 0.2454, 0.1306, 0.2982, 0.4020, 0.3512, 0.3323, 0.2164, 0.3507, 0.2528, -0.8073, 0.3472, 0.2105, -1.3297, 0.0327, -0.3858, -0.6473, -0.4727, -0.5588, 0.3315, 0.1077, 0.2434, 0.1882, -0.5076, 0.2946, 0.4217, 0.3785, 0.3500, 0.2116, 0.4731, 0.2503, 0.3756, 0.2005, 0.2640, -0.8124, -0.3335, -0.3887, -0.7099, -0.3997, -0.4933, -0.7020, -0.0204, -1.1168, 0.2473, 0.3232, 0.3317, 0.4665, 0.3206, 0.3707, 0.1169, 0.3404, 0.2272, 0.3076, 0.4146, 0.4445, 0.2421, 0.4484, 0.3915, 0.3877, -0.7342, -0.5105, -0.6579, 0.0395, 0.0499, 0.3362, 0.3904, 0.2821, 0.3701, -1.2676, 0.9724, 0.0313, 0.4276, 0.1631, 0.5905, 0.0028, -0.3491, -0.2044, -0.7874, 0.8233, -0.5694, -0.1493, -0.4363, -0.9526, 0.7284, 0.4299, 0.2436, 0.1261, -0.0306, -0.4492, -0.3691, 0.1746, -0.6057, 0.2933, 0.3553, 0.1516, 0.3249, -0.1305, 0.1268, -0.0187, -0.3439, -0.4793, -0.6871, 0.4434, 0.0046, 0.1635, 0.3472, 0.2938, 0.0291, 0.0436, -0.0997, -0.5786, 0.6946, -0.0900, 0.3113, -0.3246, 0.5485, 0.2068, -0.2312, -0.2255, -0.6832, -0.4623, -0.2625, 0.5041, 0.0463, 0.5138, 0.2786, 0.2563, 0.1610, -0.6782, -0.2218, -0.0734, -0.5512, 0.3800, 0.2333, 0.2697, 0.2498, 0.0942, 0.3283, -0.4572, -0.0892, 0.1323, -0.6810, 0.4089, 0.2480, 0.1276, -0.2649, -0.0899, 0.2786, -0.0083, -0.2879, -0.4558, -0.6429, -0.0583, 0.3263, 0.4541, -0.1125, 0.0722, 0.3518]
}

# 2
{
  "formula": "C19H19AsBrN2O2Pt",
  "method": "ωB97M-V with the def2-TZVPD basis set",
  "lumo_ha": [-0.15068, -0.15090],
  "orbital_gap_ev": [6.98, 6.98],
  "total_charge": 1,
  "e_above_lowest_kcal_mol": 81.2,
  "elements": ["Pt", "Br", "C", "C", "C", "C", "O", "C", "C", "N", "C", "C", "C", "C", "C", "C", "C", "C", "N", "C", "C", "H", "H", "H", "H", "H", "H", "H", "H", "H", "H", "C", "As", "C", "C", "O", "H", "H", "H", "H", "H", "H", "H", "H", "H"],
  "positions_angstrom": [[0.9660, 0.7197, 0.3647], [1.8897, -4.9805, -0.7448], [2.0273, -3.1265, -0.9190], [3.2710, -2.5095, -0.6057], [3.4055, -1.1614, -0.6907], [2.2964, -0.3578, -1.0988], [2.4029, 0.9772, -1.1675], [1.0730, -1.0108, -1.4573], [-0.0286, -0.1232, -1.9139], [-1.2743, -0.1648, -1.6737], [-1.8799, -1.0291, -0.7320], [-3.1008, -1.5296, -1.1040], [-3.8703, -2.3605, -0.2696], [-3.4187, -2.6672, 0.9750], [-2.1769, -2.1517, 1.4187], [-1.6803, -2.5012, 2.6941], [-0.4554, -2.0729, 3.0942], [0.2590, -1.2371, 2.2299], [-0.1785, -0.8581, 1.0408], [-1.3990, -1.3169, 0.5838], [0.9492, -2.4073, -1.3362], [4.1041, -3.1289, -0.3019], [4.3386, -0.6633, -0.4630], [0.3098, 0.6906, -2.5515], [-3.4581, -1.2671, -2.0918], [-4.8175, -2.7452, -0.6238], [-3.9844, -3.3105, 1.6372], [-2.2898, -3.1239, 3.3384], [-0.0327, -2.3401, 4.0517], [1.2248, -0.8505, 2.5253], [0.0188, -2.9002, -1.5848], [1.2777, 4.2666, 1.9534], [-0.2981, 3.3064, 1.5215], [-1.7535, 3.9113, 2.5698], [-0.7045, 3.5920, -0.3087], [-0.0525, 1.6484, 1.8710], [1.1061, 5.3359, 1.8376], [2.0679, 3.9393, 1.2813], [1.5486, 4.0385, 2.9816], [-1.8777, 4.9872, 2.4632], [-1.5465, 3.6566, 3.6070], [-2.6496, 3.3907, 2.2399], [-1.1098, 4.5966, -0.4319], [-1.4298, 2.8447, -0.6254], [0.2103, 3.4854, -0.8856]],
  "mulliken_charge": [1.1179, -0.1143, -0.0423, -0.4716, -0.7201, 0.8350, -0.9186, -0.3166, -0.2835, -0.5135, 0.4078, -0.4834, -0.7551, -0.9730, 0.8597, -0.5401, -1.0515, 0.0670, -0.1010, 0.2932, -0.2640, 0.4418, 0.4959, 0.4363, 0.5337, 0.4097, 0.4198, 0.4289, 0.4503, 0.4622, 0.6667, -1.0591, 0.6762, -1.0713, -1.1107, -0.6134, 0.4192, 0.3575, 0.3482, 0.4073, 0.3633, 0.3544, 0.4313, 0.3433, 0.3765]
}